19
Properties=species:S:1:pos:R:3 method="wB97M-V/def2-TZVPD" e_homo_ev="-8.18 / -9.91" lumo_ev="-2.45 / -0.48" gap_ev="5.73 / 9.43"
O 3.86 -1.21 0.27
N 3.16 -0.21 0.24
O 1.94 -0.13 0.45
O 2.54 3.17 0.01
C 1.85 2.92 1.21
C 1.96 4.38 0.69
C 3.21 5.24 0.75
C 0.69 4.94 0.57
C 0.45 6.34 0.10
O 0.31 6.35 -1.31
H 0.90 2.43 1.01
H 2.44 2.64 2.09
H 4.03 4.55 0.97
H 3.29 5.47 -0.32
H 3.27 6.13 1.38
H -0.22 4.32 0.55
H -0.48 6.72 0.54
H 1.31 6.96 0.36
H 0.22 7.28 -1.62